one.
ORCA calculation (wB97M-V/def2-TZVPD) on an isolated molecule of C5H6N2O2.

The geometry in XYZ format:
```
15
C5H6N2O2 | OMol25 | wB97M-V/def2-TZVPD
H 3.89860 -0.51173 0.18633
O -0.67307 -0.78465 -0.84423
C 0.25398 1.60707 -0.12010
H 0.64141 -1.91830 0.42561
H -1.73515 1.85490 0.18055
O -3.16308 -0.56024 0.19113
H -1.38249 0.64779 1.64274
C -1.71635 -0.14381 -0.17310
H 2.53055 1.67747 -0.58972
N 0.37359 -1.00736 0.28044
N 2.77984 -0.94880 0.21327
C 1.78953 -0.22305 0.08433
C -1.13010 0.95643 0.38356
C 1.58905 1.14168 -0.15020
H -0.05432 2.67224 -0.22355
```

HOMO-LUMO gap (eV): 9.3
LUMO energy (eV): -0.603

two.
ORCA calculation (wB97M-V/def2-TZVPD) on an isolated molecule of C5H6N2O2.

The geometry in XYZ format:
```
15
C5H6N2O2 | OMol25 | wB97M-V/def2-TZVPD
H -2.72052 1.64818 -0.20440
H 3.35028 -0.07016 -1.04696
N 1.31077 -0.70511 -1.08346
H -1.16449 1.84067 0.43860
C -1.87539 1.10126 -0.25551
C -1.98675 -0.27155 0.02222
H 3.08978 0.35759 1.54264
H -1.01268 -1.93387 0.30805
N -0.84786 -1.16281 0.01327
O 0.99077 -0.26441 1.14951
H -1.40009 1.20349 -1.34586
C 0.52063 -0.73514 -0.01354
C 2.30185 0.08387 0.74109
C 2.46747 -0.19762 -0.54918
O -3.02377 -0.89441 0.28352
```

HOMO-LUMO gap (eV): 10.5
LUMO energy (eV): 0.752

Relative energies in kcal/mol: one 155.1; two 0.0

one.
ORCA calculation (wB97M-V/def2-TZVPD) on an isolated molecule of C5H6N2O2.

The geometry in XYZ format:
```
15
C5H6N2O2 | OMol25 | wB97M-V/def2-TZVPD
H 1.78561 -0.95909 -0.45864
H -1.44060 -2.73716 -0.89153
N -0.79097 1.36030 0.88269
H 1.87939 1.15088 0.21105
O -2.63865 1.21700 2.30589
H 0.21469 -3.21874 0.02920
H 0.93708 -0.54074 0.96688
N -0.25454 -1.22512 -0.68168
C 1.07715 0.92426 -0.51636
H 1.30230 1.03120 -1.56506
C -1.80133 1.40771 1.54698
O -0.48927 2.78231 -0.85827
C -0.40319 -2.47572 -0.54851
C -0.22966 1.78903 -0.28724
C 0.85199 -0.50612 -0.13540
```

HOMO-LUMO gap (eV): 10.4
LUMO energy (eV): 0.616

two.
ORCA calculation (wB97M-V/def2-TZVPD) on a structure of composition C5H6N2O2.

The geometry in XYZ format:
```
15
C5H6N2O2 | OMol25 | wB97M-V/def2-TZVPD
H -2.20058 -1.19177 0.78398
N -0.41669 1.57628 -0.68780
C 0.43611 -0.72250 -0.90985
N -2.25763 1.19932 0.54398
H -1.55189 3.15038 -0.31986
C -0.54019 0.32794 -0.32126
H 0.09405 -1.61163 -1.40402
O 2.01837 -2.31135 -0.10789
H -3.14907 1.46291 0.95583
H 2.52159 -2.64398 0.77350
O 1.98485 -0.34472 1.04111
C 1.47470 -1.14482 0.18510
C -1.43550 2.04330 -0.24627
H 0.90737 -0.18521 -1.33811
C -1.58964 -0.03079 0.30722
```

HOMO-LUMO gap (eV): 9.9
LUMO energy (eV): 0.697

Relative energies in kcal/mol: one 0.0; two 71.9

one.
ORCA calculation (wB97M-V/def2-TZVPD) on an isolated molecule of C5H6N2O2.

The geometry in XYZ format:
```
15
C5H6N2O2 | OMol25 | wB97M-V/def2-TZVPD
H -0.08072 -2.21461 1.36593
C -1.07078 0.85060 -0.95139
N 1.89547 -1.02088 -0.56285
H 2.19813 -1.96984 -0.33672
H -0.92969 -0.01966 2.65233
C -0.01313 -1.19457 1.04313
C -0.41306 -0.09964 1.70972
O -0.10227 1.07962 1.12670
H 2.02143 1.14700 -0.86330
C 0.27296 0.73664 -0.25138
H -2.64947 0.03907 -1.67828
O 1.16060 1.59568 -0.83023
C 0.78996 -0.68256 -0.05957
H -1.33304 1.89774 -1.11811
N -1.74635 -0.14458 -1.24603
```

HOMO-LUMO gap (eV): 9.9
LUMO energy (eV): 0.904

two.
ORCA calculation (wB97M-V/def2-TZVPD) on a cluster of 2 separate species, C5H6N2O2 in total.

The geometry in XYZ format:
```
15
C5H6N2O2 | OMol25 | wB97M-V/def2-TZVPD
N 2.39163 0.23274 -0.99852
C -0.03293 0.51865 -0.25134
O 2.75991 -0.43673 1.33998
H 2.44670 0.27093 1.91242
N -0.92295 -1.82595 -0.50854
C -0.65192 1.73648 -0.11251
H 3.32191 -0.24137 0.31007
C -1.09431 -0.46703 -0.32758
H -3.29840 -0.02338 -0.34027
C 1.37537 0.26928 -0.35866
C -2.25369 0.24821 -0.23149
O -1.97042 1.57899 -0.07855
H -0.07166 -2.20333 -0.10863
H -1.73263 -2.39597 -0.29943
H -0.26661 2.73846 0.05305
```

HOMO-LUMO gap (eV): 9.2
LUMO energy (eV): 0.506

Relative energies in kcal/mol: one 0.0; two 31.9

one.
ORCA calculation (wB97M-V/def2-TZVPD) on a structure of composition C6H3NO.

The geometry in XYZ format:
```
11
C6H3NO | OMol25 | wB97M-V/def2-TZVPD
C 0.98200 -0.74499 0.84887
H -0.57390 1.66134 0.11884
H 3.22853 -2.53835 3.18054
N -1.27374 1.28517 -2.98107
C 2.06741 -1.13211 1.78251
O -2.18657 0.25348 -0.31911
H -2.72887 1.37257 -0.42569
C 0.12716 -0.16552 0.30710
C -0.82350 1.00872 -1.73365
C -0.79154 0.71243 -0.38099
C 2.85229 -1.59847 2.60060
```

HOMO-LUMO gap (eV): 10.0
LUMO energy (eV): -0.375

two.
ORCA calculation (wB97M-V/def2-TZVPD) on an isolated molecule of C6H3NO.

The geometry in XYZ format:
```
11
C6H3NO | OMol25 | wB97M-V/def2-TZVPD
H 0.34256 -2.42818 0.18174
N 0.44242 2.02356 -0.02571
C 1.85791 -0.83173 -0.05289
O 2.29944 0.26916 0.18163
C -0.54268 -0.33022 -0.22572
H -4.16572 0.21156 -0.01649
C -3.17321 -0.07432 0.29981
C 0.37779 -1.34547 0.04897
C 0.06417 0.91547 -0.08364
H 2.48139 -1.80795 -0.12323
C -1.94242 -0.38267 -0.20570
```

HOMO-LUMO gap (eV): 8.1
LUMO energy (eV): -1.841

three.
ORCA calculation (wB97M-V/def2-TZVPD) on an isolated molecule of C6H3NO.

The geometry in XYZ format:
```
11
C6H3NO | OMol25 | wB97M-V/def2-TZVPD
C 2.00492 -0.97208 -2.23655
C 0.25220 0.02239 -0.44800
H 2.77421 -1.60745 -2.70041
H -1.35081 -1.53810 0.20586
H -2.24634 0.23131 1.84988
C 1.05429 -0.41430 -1.55197
O -0.50191 2.33230 1.88561
C -0.34572 1.41966 1.16140
C -0.82440 -0.75412 0.54982
C -1.35205 0.13178 1.28203
N 0.53562 1.14860 0.00233
```

HOMO-LUMO gap (eV): 9.0
LUMO energy (eV): -0.940

Relative energies in kcal/mol: one 96.3; two 25.9; three 0.0

one.
ORCA calculation (wB97M-V/def2-TZVPD) on an isolated molecule of C2H5N5O.

The geometry in XYZ format:
```
13
C2H5N5O | OMol25 | wB97M-V/def2-TZVPD
N -0.21918 1.94956 -0.22771
C -0.58546 0.60562 -0.15783
N -1.98644 0.36710 -0.14720
N 1.52112 -1.22905 -0.28089
C 0.08657 -0.60701 -0.16890
H -2.87258 -1.45924 0.26713
H 1.77817 -1.92850 0.65833
H 0.59225 1.96636 0.42511
N -1.99583 -0.90745 -0.06993
N -0.88046 -1.49471 -0.09088
H 3.11019 -0.16942 -0.60883
O 2.25665 0.18869 0.05206
H -0.80500 2.71805 0.34954
```

HOMO-LUMO gap (eV): 9.2
LUMO energy (eV): 0.678

two.
ORCA calculation (wB97M-V/def2-TZVPD) on an isolated molecule of C2H5N5O.

The geometry in XYZ format:
```
13
C2H5N5O | OMol25 | wB97M-V/def2-TZVPD
N -0.97285 2.19179 1.38413
H -0.64350 -0.71284 -2.07182
H -0.05940 1.07140 -2.42744
H -0.56470 2.62886 2.22806
C -0.17846 1.06049 -0.49004
N 0.59286 -2.12980 1.07557
H 0.61194 -2.75746 0.27799
N -0.08535 1.72800 0.68055
H 1.28077 -2.30937 1.79123
N -0.24210 1.66040 -1.61678
O -0.23711 -1.22211 -1.35757
C 0.03786 -0.39590 -0.29814
N 0.46005 -0.81344 0.82426
```

HOMO-LUMO gap (eV): 9.2
LUMO energy (eV): 0.352

Relative energies in kcal/mol: one 56.2; two 0.0

one.
ORCA calculation (wB97M-V/def2-TZVPD) on an isolated molecule of C4H4O4.

The geometry in XYZ format:
```
12
C4H4O4 | OMol25 | wB97M-V/def2-TZVPD
O -1.39934 -1.51278 -0.18172
C -1.20199 -0.66412 0.64128
O -0.60475 0.93357 -1.07439
H 1.02220 1.94366 -0.05745
H 0.12415 -1.16618 -1.42242
O 2.49611 -0.38912 0.55367
O 1.05909 -1.27798 -0.93925
C -0.75407 0.76783 0.28307
C 0.58335 1.01013 -0.10734
H -1.37121 1.53627 0.81959
C 1.43836 -0.21390 -0.22046
H -1.39190 -0.96738 1.70543
```

HOMO-LUMO gap (eV): 10.7
LUMO energy (eV): 0.163

two.
ORCA calculation (wB97M-V/def2-TZVPD) on an isolated molecule of C4H4O4.

The geometry in XYZ format:
```
12
C4H4O4 | OMol25 | wB97M-V/def2-TZVPD
H -0.76965 1.19346 0.96439
C 1.58751 0.04986 -0.27459
O 1.50553 1.37032 0.33524
H 0.48964 -1.25482 -0.97014
C -2.16514 -0.14869 -0.29068
O -2.92168 0.56280 -0.77082
O 2.52876 -0.49844 -0.89460
C -0.82527 0.23634 0.43064
C 0.32466 -0.54984 -0.24564
O -0.25478 -0.97400 1.04797
H -2.12298 -1.28391 0.19931
H 2.62341 1.29692 0.46893
```

HOMO-LUMO gap (eV): 10.1
LUMO energy (eV): 0.012

Relative energies in kcal/mol: one 0.0; two 41.2

one.
ORCA calculation (wB97M-V/def2-TZVPD) on the ion C8H15N2 with charge +1.

The geometry in XYZ format:
```
25
C8H15N2 | OMol25 | wB97M-V/def2-TZVPD
H 1.02325 -1.92296 1.37197
H 1.34727 -0.69615 -1.57188
N -1.89198 -1.32523 -0.45120
C -2.24022 -0.08346 -0.41513
C -0.83177 -2.05383 0.10291
H -1.20834 -2.80412 0.84761
C 1.72558 -0.75125 -0.55194
H -0.38112 -2.64072 -0.69812
H 1.44327 1.94687 0.77357
H -0.23462 2.38563 1.52919
C 0.53356 1.74319 1.18322
C 0.36945 1.42977 -1.35823
H -0.38206 2.10916 -1.68020
C 0.12590 -1.35323 1.23812
H -3.23199 0.17001 -0.91781
C -0.03615 0.89007 0.03352
H 2.51051 -0.00277 -0.46928
H 0.37588 0.63520 -2.10011
H -0.42407 -1.12247 2.16943
H 1.27445 1.89347 -1.49585
H 2.18594 -1.77268 -0.42153
H 0.87761 1.17202 2.10997
H -1.96584 1.71733 0.29765
C 0.54872 -0.42138 0.32163
N -1.51321 0.85754 0.15248
```

HOMO-LUMO gap (eV): 8.1
Net charge: +1
LUMO energy (eV): -4.912

two.
ORCA calculation (wB97M-V/def2-TZVPD) on the ion C8H15N2 with charge +1.

The geometry in XYZ format:
```
25
C8H15N2 | OMol25 | wB97M-V/def2-TZVPD
H -1.42357 1.48166 -1.46630
H 0.30188 -1.14857 1.86649
C -0.70522 -0.29550 -2.76449
H -2.17889 0.58458 0.55188
C -0.09194 0.04785 -0.63729
H -2.12889 -0.57525 1.49617
H 2.22921 -1.16929 0.18157
H -0.14939 2.59447 -0.15493
C 0.35914 -1.18232 -2.40656
H -0.77624 2.67749 1.46265
H -0.94964 -0.05232 -3.79986
C 1.55497 -1.89697 -0.35935
N 0.63249 -1.03341 -1.09999
H 0.72410 0.28448 2.85466
C -0.04036 2.15931 0.82336
N -1.60768 0.33240 1.37728
C -0.16616 0.56785 0.77877
C 0.69012 -0.13355 1.87536
H 1.88004 -2.58237 -1.19713
H 0.66681 -2.10809 -2.85797
H 1.00645 2.56674 1.05072
H 1.78354 -0.05199 1.46528
H 1.00795 -2.54280 0.40136
C -0.98554 0.47189 -1.62694
H -1.63317 1.00371 2.18526
```

HOMO-LUMO gap (eV): 8.7
Net charge: +1
LUMO energy (eV): -3.231

Relative energies in kcal/mol: one 37.2; two 0.0

one.
ORCA calculation (wB97M-V/def2-TZVPD) on an isolated molecule of C5H3N3.

The geometry in XYZ format:
```
11
C5H3N3 | OMol25 | wB97M-V/def2-TZVPD
H -0.43436 1.54697 -1.18253
N 1.74723 -1.35403 -1.70886
C 0.96718 -0.72433 -1.06558
H -1.14265 1.50587 0.57388
C -0.22470 1.25846 -0.11446
N 1.25321 -1.02123 2.20431
C 0.79007 -0.46830 1.33399
C -1.27039 -0.95909 -0.13713
H 0.65087 1.76178 0.29684
N -2.37713 -1.32143 -0.24297
C 0.04066 -0.22467 0.04252
```

HOMO-LUMO gap (eV): 12.6
LUMO energy (eV): -0.243

two.
ORCA calculation (wB97M-V/def2-TZVPD) on an isolated molecule of C5H3N3.

The geometry in XYZ format:
```
11
C5H3N3 | OMol25 | wB97M-V/def2-TZVPD
C 0.17174 1.45607 0.03867
C -0.06102 -1.40833 -2.08032
N 0.28759 -1.23672 0.21175
H 0.09323 -1.15135 2.08874
N 0.19340 0.83925 -1.11104
N -0.26967 -2.26689 -2.92886
C -0.01003 -0.55299 1.27925
H -0.40581 1.47566 2.08180
C -0.25151 0.77547 1.29484
C 0.06602 -0.48889 -0.97641
H 0.18606 2.55871 0.10159
```

HOMO-LUMO gap (eV): 9.2
LUMO energy (eV): -1.031

Relative energies in kcal/mol: one 7.7; two 0.0